Molecular formula: C19H18FO3S6Ti
Method: DFT, ωB97M-V/def2-TZVPD

Last column: Löwdin charge in e.
Positions of all 48 atoms, in Å:
Ti1 1.5184 0.4265 -0.1749  0.5806
O1 0.3255 0.4059 -2.0977  -0.6027
S1 -0.5727 -0.1164 -3.1743  1.0277
C1 -2.2088 0.6053 -2.8490  -0.3115
C2 -2.6230 0.6149 -1.3810  -0.2332
C3 -2.1431 1.8539 -0.6321  -0.2500
C4 -2.3370 1.7508 0.8775  -0.3174
S2 -1.0697 0.8249 1.8642  1.0111
O2 -0.2884 0.2153 0.5499  -0.7203
C5 -0.1838 2.0595 2.5806  -0.5247
C6 0.2234 3.2230 1.8665  -0.1157
C7 0.9506 4.2036 2.5128  -0.1137
C8 1.3222 4.0695 3.8475  -0.1219
C9 0.9787 2.8890 4.5372  -0.1211
C10 0.2583 1.8992 3.9256  -0.1393
C11 -0.9848 -1.8229 -2.8083  -0.3791
C12 -1.4332 -2.5952 -3.8709  -0.0991
C13 -1.7590 -3.9252 -3.6525  -0.0883
C14 -1.6097 -4.4690 -2.3832  -0.0821
C15 -1.1411 -3.6898 -1.3350  -0.0519
C16 -0.8244 -2.3545 -1.5397  -0.0836
H1 -2.8864 0.0238 -3.4796  0.0885
H2 -2.1606 1.6200 -3.2527  0.0914
H3 -2.2403 -0.2778 -0.8845  0.0913
H4 -3.7143 0.5589 -1.3239  0.1173
H5 -2.7059 2.7264 -0.9861  0.1180
H6 -1.0945 2.0405 -0.8587  0.0901
H7 -3.2839 1.2524 1.1022  0.0779
H8 -2.3695 2.7397 1.3336  0.0775
H9 0.0178 3.3152 0.8050  0.0950
H10 1.2609 5.0798 1.9553  0.0973
H11 1.9071 4.8375 4.3356  0.0803
H12 1.3027 2.7555 5.5624  0.0926
H13 0.0139 0.9829 4.4491  0.0988
H14 -1.5139 -2.1666 -4.8638  0.1056
H15 -2.1074 -4.5387 -4.4730  0.0998
H16 -1.8453 -5.5126 -2.2163  0.1010
H17 -1.0045 -4.1181 -0.3510  0.1137
H18 -0.4535 -1.7444 -0.7269  0.0710
O3 6.4696 -4.0171 1.7671  -0.1034
C17 5.5711 -3.2749 1.4468  -1.0538
S3 4.8097 -3.2766 -0.1467  0.9281
C18 3.6613 -1.9871 0.1548  -1.1513
C19 3.6837 -1.4193 1.3701  -1.1530
S4 2.6332 -0.1334 1.9205  0.5404
S5 4.8686 -2.0488 2.5039  0.9361
S6 2.5772 -1.5202 -1.1377  0.5384
F1 2.2045 2.0346 -0.6684  -0.4527

HOMO-LUMO gap (spin up / spin down), eV: 4.24 / 5.93
Spin multiplicity: 3
Net charge: -1
Relative energy (zero: lowest compared OMol25 entry of this formula, charge and spin), eV: 0.025
Electronic energy, eV: -116985.9292

---

Molecular formula: C9H20ClP
Method: DFT, ωB97M-V/def2-TZVPD

Last column: Löwdin charge in e.
Positions of all 31 atoms, in Å:
C1 2.0391 0.7458 -0.8303  -0.1920
C2 0.1122 1.7009 1.9950  -0.1011
C3 -0.6178 2.7322 -0.1998  -0.1388
C4 -1.9526 0.7959 0.8561  -0.1533
C5 -0.9991 -2.0453 0.0783  -0.1019
C6 -0.1770 -1.6338 -2.2300  -0.1664
C7 1.3855 -2.3958 -0.4063  -0.1121
C8 -0.6093 1.4229 0.6652  -0.7171
C9 0.2087 -1.5390 -0.7850  -0.6958
P1 0.4951 0.3045 -0.4315  1.0810
Cl1 -2.2952 1.1042 -2.4657  0.0331
H1 2.4325 0.2711 -1.6270  -0.0326
H2 2.5897 1.6850 -0.4065  0.0748
H3 -0.5828 2.4739 2.4352  0.1042
H4 0.1173 0.9256 2.7520  0.0700
H5 1.1712 1.9272 1.7287  0.0762
H6 -0.9606 2.4741 -1.2636  -0.0307
H7 0.2411 3.2897 -0.0524  0.0394
H8 -1.5260 3.3059 0.2246  0.1121
H9 -2.7085 1.5001 1.3667  0.1229
H10 -2.3160 0.5364 -0.1735  -0.0178
H11 -1.8092 -0.1598 1.4391  0.0696
H12 -1.9150 -1.4731 -0.1529  0.0576
H13 -1.2899 -3.0762 -0.1823  0.0933
H14 -0.7805 -1.8599 1.1794  0.0950
H15 -0.1138 -2.6580 -2.5859  0.0779
H16 0.4232 -1.0430 -3.0042  0.0997
H17 -1.0924 -1.1756 -2.6394  0.0072
H18 2.3237 -2.0230 -0.7581  0.0556
H19 1.4371 -2.3207 0.6615  0.0688
H20 1.3050 -3.4926 -0.7360  0.1211

HOMO-LUMO gap (spin up / spin down), eV: 7.31 / 4.44
Spin multiplicity: 3
Electronic energy, eV: -31462.7811

---

Molecular formula: C3H6NO2S
Method: DFT, ωB97M-V/def2-TZVPD

Last column: Löwdin charge in e.
Positions of all 13 atoms, in Å:
C1 -1.8640 -1.8309 -1.0989  0.1966
C2 1.6749 0.2950 -0.0513  -0.1418
C3 0.4446 1.0969 0.0905  -0.3099
N1 -1.1638 -1.2449 -0.4295  0.0996
O1 -2.1493 0.7764 0.7261  -0.2367
O2 -0.4220 -0.5046 2.0529  -0.1853
S1 -0.8290 0.1809 0.9187  0.7972
H1 -2.4742 -2.3998 -1.8537  0.1623
H2 1.7304 -0.3850 0.8855  0.1144
H3 1.8592 -0.3818 -0.9448  0.1116
H4 2.4780 1.0685 -0.0669  0.1050
H5 -0.1114 1.3287 -0.8629  0.1323
H6 0.8265 2.0006 0.6341  0.1547

SMILES: C#[N+]S(=O)(=O)CC
HOMO-LUMO gap, eV: 11.52
Net charge: +1
Relative energy (zero: lowest compared OMol25 entry of this formula, charge and spin), eV: 3.394
Electronic energy, eV: -19617.9545